The following is a DFT calculation (ωB97M-V/def2-TZVPD) of a 2-piece molecular cluster, CH6NO overall.

Values from the calculation:
- HOMO energy: -17.229 eV
- Largest force on an atom: 1.3 eV Å⁻¹
- Energy relative to the best compared isomer or geometry (same formula, charge and spin): 5.9 kJ/mol
- 2S+1: 1
- Electronic energy: -4664.7051 eV
- Net charge: +1

Atoms and positions in Å:
C 1.3932 -0.5870 0.0117
N 0.7839 0.5107 0.0344
O -1.8069 -0.0283 0.0199
H 2.4712 -0.6902 0.0863
H 0.8083 -1.5038 -0.0490
H -0.2858 0.4910 -0.0062
H 1.2841 1.3955 0.1045
H -2.2726 -0.0556 -0.8233
H -2.3755 0.4678 0.6216